# 1
Density functional theory data (ωB97M-V with the def2-TZVPD basis set) for a molecular structure, C19H37N4O4Si2.

The net charge is -1. As for the spin multiplicity: 1. The calculation puts the total energy at -50211.963 eV. For the maximum force, the calculation gives 1.0 eV/A. For the HOMO-LUMO gap, the calculation gives 6.4375 eV.

Atoms and positions in Å:
C (5.59375, -0.42688, 0.00424)
C (4.76507, 0.37850, -0.96626)
O (4.85494, 0.18737, -2.15512)
N (3.88130, 1.31873, -0.41687)
C (2.85184, 1.74463, -1.37670)
C (1.99116, 2.91610, -0.84695)
C (0.49209, 2.64355, -1.10867)
C (-0.39089, 2.59317, 0.16931)
Si (-1.40994, 1.03276, 0.46194)
O (-1.72313, 0.15362, -0.90993)
Si (-1.63116, -1.52671, -0.60550)
C (-2.41575, -2.59212, -1.96635)
O (-2.47172, -3.79381, -1.61367)
O (-2.80139, -2.10343, -3.04839)
H (5.32206, -0.17403, 1.02684)
H (6.65328, -0.24674, -0.17712)
H (5.40937, -1.48446, -0.17778)
H (4.38646, 2.10256, -0.01847)
H (2.24271, 0.86420, -1.57159)
H (3.28379, 2.06707, -2.32661)
H (2.20354, 3.03295, 0.21464)
H (2.30563, 3.81479, -1.37897)
H (0.08635, 3.44901, -1.72250)
H (0.37897, 1.72549, -1.68543)
H (-1.05515, 3.45965, 0.16805)
H (0.23377, 2.68865, 1.06019)
H (-0.54413, 0.15100, 1.29487)
H (-2.60860, 1.45416, 1.17659)
H (-0.19344, -1.80862, -0.36122)
H (-2.31106, -1.78533, 0.67867)
C (3.12480, -1.53831, -4.00548)
C (1.79217, -2.13947, -4.44458)
C (0.90017, -2.47703, -3.24779)
C (1.47948, -3.53428, -2.42119)
N (1.94602, -4.35209, -1.76365)
H (3.70074, -2.24057, -3.40141)
H (3.73784, -1.26523, -4.86607)
H (2.96058, -0.63888, -3.41630)
H (1.95473, -3.03410, -5.04999)
H (1.27188, -1.41983, -5.07947)
H (-0.08291, -2.80019, -3.59890)
H (0.73234, -1.58877, -2.63656)
C (0.19990, 1.72292, 5.32928)
C (1.71315, 1.53943, 5.32565)
C (2.47109, 2.83699, 5.02144)
C (2.19354, 3.32524, 3.67336)
N (1.96657, 3.71287, 2.61755)
H (-0.16553, 2.03016, 4.34851)
H (-0.29595, 0.78782, 5.58660)
H (-0.10194, 2.47755, 6.05897)
H (1.98570, 0.77333, 4.59824)
H (2.03476, 1.17774, 6.30441)
H (3.54520, 2.66800, 5.11556)
H (2.20703, 3.60959, 5.74586)
C (-7.82177, -1.80130, 0.85328)
C (-7.01800, -1.90886, -0.43842)
C (-5.52644, -2.15427, -0.19887)
C (-4.88393, -1.03514, 0.48321)
N (-4.35867, -0.13697, 0.96923)
H (-7.49583, -0.94913, 1.45198)
H (-8.88256, -1.66733, 0.63529)
H (-7.71361, -2.70424, 1.45767)
H (-7.15252, -1.00097, -1.02906)
H (-7.40713, -2.73613, -1.03452)
H (-5.01309, -2.31105, -1.15145)
H (-5.37756, -3.06328, 0.38636)


# 2
Density functional theory data (ωB97M-V with the def2-TZVPD basis set) for 12 unconnected molecules or ions with the total composition C19H38Cl14F6O12P.

The net charge is -1. As for the spin multiplicity: 1. The calculation puts the total energy at -245804.825 eV. For the maximum force, the calculation gives 5.0 eV/A. For the HOMO-LUMO gap, the calculation gives 9.5057 eV. The energy above the lowest of the compared OMol25 structures with the same formula, charge and spin is 65.8 kcal/mol.

Atoms and positions in Å:
P (9.31205, -36.57526, -28.49473)
F (8.72095, -37.97383, -28.98934)
F (10.50087, -37.27865, -27.66244)
F (10.30672, -36.58553, -29.79932)
F (9.88048, -35.17414, -27.99847)
F (8.19197, -35.81279, -29.30262)
F (8.35610, -36.71586, -27.22269)
C (6.35874, -35.39535, -24.88620)
O (5.73196, -34.97922, -23.69677)
C (4.73016, -34.05794, -23.76073)
O (4.18610, -33.78078, -24.85273)
O (4.22715, -33.76100, -22.54107)
C (5.11714, -33.84372, -21.41591)
H (5.64191, -35.96470, -25.47787)
H (7.27141, -35.94405, -24.65367)
H (6.59144, -34.57238, -25.56198)
H (4.63703, -33.23573, -20.64914)
H (6.12496, -33.55830, -21.71746)
H (5.07452, -34.85858, -21.02051)
C (7.00307, -33.14202, -28.46755)
O (6.90143, -32.20026, -27.46792)
C (5.83384, -32.09729, -26.73858)
O (4.74836, -32.62977, -26.99952)
O (5.94423, -31.11080, -25.78942)
C (7.06649, -30.29524, -25.58685)
H (6.09183, -33.60105, -28.85101)
H (7.55970, -33.99462, -28.07856)
H (7.60960, -32.74465, -29.28138)
H (8.05228, -30.75938, -25.55710)
H (6.87299, -29.89206, -24.59281)
H (7.04633, -29.56896, -26.39938)
C (3.46155, -37.46002, -25.94293)
O (4.10860, -37.17847, -27.19555)
C (3.97248, -35.98378, -27.71007)
O (3.43652, -34.98711, -27.22063)
O (4.52902, -35.95840, -28.93077)
C (5.29163, -37.04511, -29.59756)
H (3.70795, -36.74441, -25.15853)
H (3.84111, -38.44124, -25.65786)
H (2.38256, -37.49213, -26.09412)
H (4.74786, -37.97166, -29.41336)
H (6.28968, -37.10503, -29.16351)
H (5.24036, -36.86284, -30.67099)
C (11.68506, -34.89791, -22.58507)
O (12.15059, -35.80652, -23.47271)
C (11.42334, -36.82635, -24.01281)
O (10.22552, -36.95850, -23.90761)
O (12.24540, -37.63142, -24.66468)
C (11.75064, -38.86537, -25.13568)
H (12.45764, -34.37883, -22.01781)
H (11.03659, -35.30158, -21.80748)
H (11.06516, -34.17524, -23.11571)
H (11.28667, -39.31100, -24.25577)
H (12.55123, -39.52276, -25.47481)
H (11.01589, -38.61345, -25.90037)
C (14.57405, -36.46015, -26.56071)
Cl (15.18927, -38.14976, -26.62222)
Cl (13.15729, -36.23414, -27.58216)
H (14.30307, -36.29269, -25.51830)
H (15.40591, -35.85179, -26.91567)
C (7.98644, -39.67069, -25.45424)
Cl (8.19720, -41.19021, -26.37825)
Cl (8.23608, -39.86218, -23.71122)
H (8.63989, -38.87978, -25.82244)
H (6.95739, -39.33094, -25.57145)
C (12.70560, -39.93590, -28.50820)
Cl (12.66493, -41.31736, -27.39260)
Cl (12.80508, -40.67071, -30.15003)
H (11.74209, -39.43026, -28.44432)
H (13.54879, -39.27656, -28.30230)
C (10.81483, -33.34681, -31.36873)
Cl (9.06073, -32.91563, -31.49918)
Cl (11.47867, -32.44323, -30.00318)
H (10.89298, -34.41865, -31.18666)
H (11.31942, -33.05741, -32.29054)
C (11.77995, -33.09586, -25.86496)
Cl (10.23587, -32.72013, -25.13129)
Cl (12.35920, -31.71149, -26.84020)
H (12.51134, -33.27211, -25.07622)
H (11.72778, -34.00459, -26.46462)
C (9.02162, -40.60290, -31.04988)
Cl (9.37028, -41.18694, -29.41109)
Cl (7.45075, -41.28150, -31.62565)
H (8.93036, -39.51836, -30.99018)
H (9.86096, -40.70594, -31.73761)
C (8.66593, -37.06341, -32.52693)
Cl (7.31164, -38.14819, -32.85741)
Cl (10.26225, -37.76056, -32.83982)
H (8.57726, -36.16837, -33.14268)
H (8.59915, -36.81192, -31.46845)


# 3
Density functional theory data (ωB97M-V with the def2-TZVPD basis set) for 19 unconnected molecules or ions with the total composition C19H38Cl38.

The net charge is 0. As for the spin multiplicity: 1. The calculation puts the total energy at -496171.694 eV. For the maximum force, the calculation gives 2.6 eV/A. For the HOMO-LUMO gap, the calculation gives 10.8749 eV. The energy above the lowest of the compared OMol25 structures with the same formula, charge and spin is 46.3 kcal/mol.

Atoms and positions in Å:
C (11.16579, 13.59486, 16.41418)
Cl (9.40068, 13.72064, 16.31437)
Cl (11.77214, 11.99789, 17.16496)
H (11.63687, 13.67281, 15.47090)
H (11.40505, 14.30699, 17.13438)
C (9.78607, 10.93200, 13.31936)
Cl (9.54040, 9.65278, 12.08715)
Cl (10.49608, 12.40733, 12.67006)
H (8.78671, 11.17815, 13.84275)
H (10.33958, 10.42437, 14.14380)
C (19.71328, 12.63356, 19.24500)
Cl (19.96698, 10.90747, 18.89425)
Cl (18.51731, 12.71830, 20.64688)
H (20.66694, 13.05708, 19.43605)
H (19.19976, 13.04745, 18.32892)
C (12.85820, 9.30281, 12.85370)
Cl (13.35476, 8.93505, 14.51169)
Cl (14.00263, 8.62017, 11.60507)
H (11.83003, 9.00476, 12.76360)
H (12.90533, 10.40341, 12.76424)
C (14.40153, 15.84520, 10.12798)
Cl (14.39768, 15.42119, 8.39155)
Cl (14.14801, 17.52239, 10.40608)
H (13.54848, 15.33179, 10.47583)
H (15.39058, 15.59554, 10.43892)
C (13.31781, 11.50949, 9.31455)
Cl (13.79317, 11.97826, 10.99157)
Cl (11.66654, 10.95844, 9.10175)
H (13.37344, 12.41093, 8.78651)
H (13.98274, 10.79146, 8.98795)
C (7.30271, 14.02855, 10.42000)
Cl (8.01550, 12.33317, 10.54975)
Cl (6.79168, 14.49890, 12.07272)
H (8.03824, 14.70589, 10.04434)
H (6.48614, 13.95137, 9.69770)
C (17.48607, 9.51587, 15.55046)
Cl (18.31053, 11.11365, 15.76568)
Cl (17.33933, 9.18913, 13.81286)
H (18.25286, 8.74367, 15.87012)
H (16.55452, 9.46356, 16.17069)
C (16.20033, 10.46534, 19.28290)
Cl (15.95869, 8.69233, 19.24385)
Cl (14.93688, 11.21469, 18.20071)
H (15.89182, 10.85143, 20.25728)
H (17.16468, 10.70692, 18.91385)
C (10.32732, 17.00279, 15.03628)
Cl (8.78930, 17.87734, 14.80882)
Cl (11.43078, 17.35833, 13.65495)
H (10.76628, 17.25195, 16.01245)
H (10.18492, 15.87284, 14.96093)
C (18.77185, 17.04621, 13.98694)
Cl (18.08290, 15.53805, 13.42406)
Cl (18.00045, 17.79940, 15.38708)
H (19.71449, 16.83252, 14.37149)
H (18.78014, 17.71722, 13.09841)
C (17.23648, 12.95073, 10.04081)
Cl (18.79822, 13.61170, 9.52588)
Cl (17.21090, 12.39262, 11.68477)
H (16.49264, 13.68194, 9.77015)
H (17.14704, 12.09283, 9.44094)
C (14.12538, 17.30295, 16.24415)
Cl (13.44403, 16.01887, 17.31421)
Cl (13.35282, 18.76058, 16.69346)
H (15.18103, 17.35861, 16.34633)
H (13.91549, 17.03593, 15.21580)
C (21.56527, 13.75300, 15.39429)
Cl (22.17997, 12.69281, 16.57161)
Cl (20.83165, 15.22994, 16.11159)
H (22.36228, 14.11784, 14.84445)
H (20.77752, 13.27343, 14.79888)
C (17.23924, 18.57345, 8.94655)
Cl (18.57982, 18.47844, 7.70528)
Cl (17.70454, 17.50889, 10.28095)
H (17.21110, 19.62392, 9.28796)
H (16.33254, 18.19902, 8.51507)
C (16.53372, 14.92813, 18.86721)
Cl (17.12611, 14.27990, 17.30940)
Cl (16.68624, 16.66291, 18.98686)
H (15.50242, 14.60876, 18.89906)
H (17.19583, 14.45883, 19.60978)
C (15.99955, 19.38008, 12.67161)
Cl (17.29840, 20.60570, 12.57125)
Cl (14.43089, 20.12739, 12.87615)
H (16.05604, 18.64185, 11.90231)
H (16.23969, 18.89857, 13.60028)
C (10.99682, 14.22481, 9.70753)
Cl (10.74860, 15.48576, 10.98454)
Cl (10.26432, 14.72371, 8.16877)
H (12.04908, 14.19287, 9.50528)
H (10.55482, 13.33782, 10.12882)
C (15.06871, 13.36164, 14.63278)
Cl (13.91550, 14.39973, 13.73880)
Cl (14.44499, 11.70798, 14.69213)
H (15.94074, 13.36968, 13.98208)
H (15.18887, 13.74030, 15.64319)